Entry 1:
C26H23IN5NdO7S | wB97M-V/def2-TZVPD

Last column: Mulliken spin population.
Cartesian coordinates (Å):
Nd  0.152  0.210  -0.220  3.01
C  -3.260  2.208  -2.525  0.00
C  -2.940  2.918  -1.242  0.00
N  -3.386  4.130  -1.045  0.00
C  -3.074  4.742  0.123  0.00
C  -2.273  4.188  1.074  0.00
C  -2.053  4.968  2.342  0.00
O  -0.661  5.260  2.535  0.00
C  -1.741  2.878  0.888  0.00
C  -0.799  2.381  1.893  0.00
N  -0.278  1.207  2.049  0.00
C  0.511  1.004  3.232  0.00
C  0.398  1.833  4.353  0.00
C  1.197  1.672  5.470  0.00
C  2.127  0.645  5.525  0.00
C  2.206  -0.243  4.467  0.00
C  1.397  -0.077  3.351  0.00
I  1.528  -1.628  1.953  0.00
C  -2.147  2.209  -0.281  0.00
O  -1.810  0.982  -0.560  0.00
H  -3.880  2.852  -3.146  0.00
H  -3.779  1.268  -2.331  0.00
H  -2.346  1.949  -3.063  0.00
H  -3.492  5.732  0.270  0.00
H  -2.428  4.407  3.203  0.00
H  -2.633  5.888  2.278  0.00
H  -0.569  6.168  2.838  0.00
H  -0.502  3.158  2.588  0.00
H  -0.348  2.616  4.369  0.00
H  1.078  2.350  6.307  0.00
H  2.762  0.515  6.391  0.00
H  2.887  -1.083  4.510  0.00
C  5.080  -5.150  -3.098  0.00
C  3.946  -4.158  -3.036  0.00
C  4.043  -2.998  -2.267  0.00
C  2.983  -2.111  -2.165  0.00
C  1.811  -2.392  -2.857  0.00
C  1.690  -3.531  -3.639  0.00
C  2.765  -4.399  -3.732  0.00
S  0.351  -1.469  -2.552  0.00
O  0.743  -0.051  -2.392  0.00
O  -0.607  -1.737  -3.581  0.00
N  -0.042  -1.926  -1.080  0.00
C  -1.379  -2.161  -0.670  0.00
C  -2.279  -2.955  -1.388  0.00
C  -3.550  -3.111  -0.880  0.00
C  -3.893  -2.490  0.318  0.00
C  -2.930  -1.742  0.955  0.00
N  -1.690  -1.576  0.486  0.00
H  6.007  -4.719  -2.718  0.00
H  5.255  -5.492  -4.119  0.00
H  4.850  -6.031  -2.494  0.00
H  4.964  -2.787  -1.735  0.00
H  3.078  -1.208  -1.575  0.00
H  0.766  -3.722  -4.172  0.00
H  2.683  -5.285  -4.353  0.00
H  -1.974  -3.406  -2.321  0.00
H  -4.276  -3.716  -1.412  0.00
H  -4.882  -2.587  0.746  0.00
H  -3.147  -1.243  1.893  0.00
O  2.721  2.073  -1.844  0.00
N  1.980  1.737  -0.975  0.00
O  0.824  2.265  -0.779  0.00
O  2.268  0.766  -0.159  0.00

Values from the calculation:
- Orbital gap (alpha / beta): 7.46 / 7.48 eV
- 2S+1: 4
- ⟨S²⟩: 3.7525
- LUMO (alpha / beta): -0.020 / -0.020 Ha

---

Entry 2:
C18H18ClN3O3S2 | wB97M-V/def2-TZVPD

Last column: Mulliken charge in e.
Cartesian coordinates (Å):
C  -7.681  -2.573  0.157  -1.09
C  -6.390  -1.865  0.270  0.69
N  -5.261  -2.341  -0.081  -0.59
C  -4.230  -1.477  0.135  -0.22
C  -2.887  -1.722  -0.143  -0.85
C  -1.958  -0.741  0.138  -0.02
C  -2.370  0.468  0.685  0.04
C  -3.689  0.749  0.973  -0.61
C  -4.621  -0.235  0.698  0.51
S  -6.338  -0.219  0.939  -0.25
H  -3.954  1.697  1.414  0.52
S  -1.165  1.747  1.002  1.21
O  -1.683  2.678  1.958  -0.73
O  0.114  1.154  1.244  -0.57
N  -1.055  2.620  -0.432  -0.48
H  -1.815  3.283  -0.468  0.34
C  -0.873  1.872  -1.657  -0.63
H  -1.678  1.146  -1.839  0.31
H  -0.850  2.577  -2.494  0.49
C  0.458  1.109  -1.662  0.53
O  0.550  0.008  -2.163  -0.67
N  1.489  1.817  -1.173  -0.06
H  1.258  2.595  -0.573  0.34
C  2.803  1.230  -1.029  -0.72
H  3.528  2.041  -0.931  0.35
H  3.012  0.671  -1.945  0.29
C  2.899  0.283  0.179  -0.31
C  4.317  -0.164  0.370  -0.08
C  5.166  0.515  1.236  -0.21
C  6.487  0.132  1.385  -0.75
C  6.967  -0.943  0.655  0.39
C  6.140  -1.634  -0.215  -0.77
C  4.822  -1.238  -0.352  -0.22
H  4.173  -1.775  -1.028  0.41
H  6.525  -2.470  -0.777  0.40
Cl  8.618  -1.429  0.834  -0.22
H  7.140  0.660  2.062  0.40
H  4.788  1.350  1.807  0.40
H  2.526  0.799  1.064  0.35
H  2.250  -0.572  -0.009  0.27
H  -0.909  -0.891  -0.057  0.39
H  -2.598  -2.668  -0.571  0.49
H  -8.135  -2.687  1.141  0.30
H  -8.371  -2.003  -0.464  0.30
H  -7.518  -3.553  -0.283  0.32

Values from the calculation:
- Orbital gap: 8.80 eV
- SMILES: Cc1nc2ccc(S(=O)(=O)NCC(=O)NCCc3ccc(Cl)cc3)cc2s1
- LUMO: 0.002 Ha

---

Entry 3:
C36H35BF6O2 | wB97M-V/def2-TZVPD

Last column: Mulliken charge in e.
Cartesian coordinates (Å):
C  1.576  0.974  -1.606  0.33
C  0.540  1.293  -2.558  0.94
C  0.183  0.426  -3.623  -0.25
C  -0.868  0.751  -4.461  -0.58
C  -1.538  1.974  -4.308  -0.51
C  -1.088  2.902  -3.362  -0.83
C  -0.081  2.558  -2.473  -0.28
C  2.566  1.896  -1.262  -0.29
C  3.920  1.609  -1.150  -0.04
C  4.896  2.561  -0.709  0.76
C  6.253  2.166  -0.542  -0.44
C  7.182  3.027  0.026  -0.56
C  6.803  4.323  0.415  -0.36
C  5.485  4.751  0.206  -0.65
C  4.542  3.893  -0.354  -0.35
H  1.778  -0.070  -1.413  -0.30
H  0.758  -0.495  -3.763  0.50
H  -1.174  0.063  -5.246  0.42
H  -2.380  2.223  -4.957  0.42
H  -1.524  3.898  -3.298  0.39
H  0.226  3.226  -1.666  0.21
H  2.237  2.925  -1.112  -0.11
H  4.281  0.590  -1.339  0.34
H  6.545  1.177  -0.903  0.39
H  8.216  2.706  0.151  0.37
H  7.523  4.992  0.887  0.38
H  5.190  5.770  0.463  0.37
H  3.531  4.247  -0.558  0.38
C  -3.416  0.425  3.673  -2.01
C  -2.842  0.744  2.293  1.71
C  -3.796  1.646  1.535  -1.94
C  -1.325  1.299  2.366  2.00
C  -0.900  1.974  1.061  -1.75
C  -1.070  2.178  3.581  -2.07
O  -0.579  0.093  2.481  -0.74
B  -1.328  -0.817  1.674  1.46
C  -0.634  -1.204  0.267  0.69
C  0.739  -1.419  0.267  -1.24
C  1.348  -2.071  -0.803  -0.38
C  2.853  -2.209  -0.799  1.21
F  3.396  -1.928  -2.032  -0.27
F  3.438  -1.333  0.087  -0.26
F  3.248  -3.460  -0.440  -0.31
C  0.600  -2.413  -1.938  -0.48
C  -0.764  -2.154  -1.926  0.17
C  -1.627  -2.555  -3.094  0.55
F  -2.321  -3.702  -2.805  -0.27
F  -2.565  -1.592  -3.382  -0.25
F  -0.906  -2.773  -4.237  -0.30
C  -1.393  -1.559  -0.826  -1.08
C  -1.005  -2.423  2.372  -1.35
C  -1.926  -3.470  1.891  0.64
C  -1.461  -4.670  1.322  -0.27
C  -2.355  -5.611  0.815  -0.63
C  -3.734  -5.393  0.882  -0.52
C  -4.209  -4.231  1.497  -0.65
C  -3.317  -3.294  2.013  0.02
O  -2.699  -0.473  1.560  -0.78
H  -3.612  1.340  4.250  0.42
H  -4.370  -0.106  3.554  0.43
H  -2.742  -0.224  4.249  0.35
H  -3.882  2.619  2.039  0.32
H  -3.442  1.795  0.509  0.34
H  -4.785  1.175  1.492  0.45
H  -1.307  2.987  0.968  0.36
H  0.194  2.027  1.014  0.38
H  -1.213  1.375  0.196  0.09
H  -1.654  3.103  3.512  0.31
H  -1.340  1.658  4.503  0.43
H  -0.014  2.447  3.640  0.45
H  1.350  -1.057  1.090  0.52
H  1.083  -2.826  -2.819  0.61
H  -2.475  -1.413  -0.839  0.56
H  0.049  -2.664  2.178  0.40
H  -1.119  -2.261  3.452  0.40
H  -0.383  -4.837  1.248  0.34
H  -1.971  -6.531  0.378  0.37
H  -4.431  -6.132  0.481  0.36
H  -5.278  -4.050  1.588  0.40
H  -3.685  -2.378  2.477  0.20

Values from the calculation:
- Orbital gap: 3.03 eV
- LUMO: -0.125 Ha

---

ΔE to the lowest compared entry with this formula, charge and spin
In order: 0.528, 0.000, 0.236
Unit: eV
Maximum force
In order: 4.79, 1.13, 3.93
Unit: eV/Å